Run w
# C2H9N3O

A 2-piece molecular cluster, C2H9N3O overall (ωB97M-V/def2-TZVPD, the OMol25 dataset).

Positions of all 15 atoms, in Å:
1 N -3.87 1.53 0.99
2 C -3.73 2.15 2.24
3 O -3.05 1.71 3.12
4 H -3.91 2.26 0.28
5 H -3.08 0.91 0.91
6 H -4.36 3.05 2.35
7 N 2.44 -0.11 -1.62
8 C 2.03 -1.19 -0.69
9 N 2.74 -2.42 -0.67
10 H 2.06 -0.23 -2.54
11 H 3.45 -0.10 -1.73
12 H 1.01 -1.45 -0.99
13 H 1.96 -0.68 0.27
14 H 3.72 -2.47 -0.43
15 H 2.56 -2.98 -1.50

## Properties
SMILES: NC=O.NCN
Highest occupied orbital energy (eV): -8.99
E_LUMO (eV): 0.881
Net charge: 0

***

Run x
# C2H9N3O

A 2-piece molecular cluster, C2H9N3O overall (ωB97M-V/def2-TZVPD, the OMol25 dataset).

Positions of all 15 atoms, in Å:
1 H 1.47 -2.09 0.70
2 N 1.36 -1.06 0.72
3 C 0.26 -0.57 0.15
4 N -0.11 0.74 0.54
5 N -0.39 -1.22 -1.06
6 C -1.54 -0.48 -1.68
7 H 0.87 1.39 0.94
8 H -0.80 1.28 -0.04
9 H -0.48 -2.22 -1.05
10 H -2.50 -0.44 -1.19
11 H -1.29 0.58 -2.02
12 H -1.72 -0.83 -2.68
13 O 1.54 1.88 1.98
14 H 0.86 1.58 2.71
15 H 2.45 1.47 1.99

## Properties
SMILES: [H]/N=C(/N)NC.O
Highest occupied orbital energy (eV): -8.01
E_LUMO (eV): 0.819
Net charge: 0

***

What should be chosen as the most stable of them? Choose run w.

***

Run w
# C5H12OS

One molecule with the formula C5H12OS (ωB97M-V/def2-TZVPD, the OMol25 dataset).

Positions of all 19 atoms, in Å:
1 C 1.88 1.46 -1.18
2 S 2.04 0.49 0.35
3 C 0.51 0.59 1.22
4 C -0.20 -0.75 1.46
5 C -0.62 -1.56 0.19
6 C -1.27 -0.73 -0.90
7 O -2.51 -0.13 -0.48
8 H 0.83 1.72 -1.34
9 H 2.21 0.91 -2.06
10 H 2.49 2.34 -1.08
11 H 0.02 1.25 0.50
12 H 0.70 1.15 2.14
13 H -1.15 -0.59 1.97
14 H 0.47 -1.31 2.11
15 H 0.35 -1.86 -0.23
16 H -1.29 -2.35 0.48
17 H -1.59 -1.37 -1.72
18 H -0.58 -0.01 -1.32
19 H -2.29 0.74 -0.10

## Properties
SMILES: CSCCCCO
Highest occupied orbital energy (eV): -8.58
E_LUMO (eV): 0.846
Net charge: 0

***

Run x
# C5H12OS

One molecule with the formula C5H12OS (ωB97M-V/def2-TZVPD, the OMol25 dataset).

Positions of all 19 atoms, in Å:
1 C 0.53 -2.65 0.51
2 S -1.09 -2.36 -0.33
3 C -1.31 -0.49 -0.32
4 C -0.46 0.19 0.80
5 C 0.82 0.98 0.43
6 C 0.64 1.83 -0.82
7 O -0.70 2.37 -0.94
8 H 0.87 -3.62 0.08
9 H 1.42 -2.05 0.28
10 H 0.16 -2.65 1.51
11 H -1.08 -0.31 -1.37
12 H -2.38 -0.50 -0.06
13 H -1.19 0.94 1.14
14 H -0.37 -0.40 1.74
15 H 1.67 0.31 0.28
16 H 1.11 1.59 1.28
17 H 1.32 2.69 -0.83
18 H 0.73 1.18 -1.68
19 H -0.70 2.95 -1.70

## Properties
SMILES: CSCCCCO
Highest occupied orbital energy (eV): -8.13
E_LUMO (eV): 0.819
Net charge: 0

***

What should be chosen as the most stable of them? Choose run w.

***

Run w
# CH3IOS2

CH3IOS2 as an isolated structure (ωB97M-V/def2-TZVPD, the OMol25 dataset).

Positions of all 8 atoms, in Å:
1 C 0.50 0.67 -0.45
2 O -0.16 -1.82 -0.33
3 S -2.39 -0.13 0.28
4 S -0.55 -0.61 0.33
5 I 2.43 0.55 0.39
6 H 0.41 0.41 -1.55
7 H -0.06 1.71 -0.31
8 H -0.18 -0.78 1.65

## Properties
Highest occupied orbital energy (eV): -9.65
E_LUMO (eV): -0.224
Net charge: 0

***

Run x
# CH3IOS2

A 2-piece molecular cluster, CH3IOS2 overall (ωB97M-V/def2-TZVPD, the OMol25 dataset).

Positions of all 8 atoms, in Å:
1 C 0.40 -0.20 -0.02
2 O 1.10 -2.33 -1.92
3 S 0.56 0.03 -3.28
4 S 0.54 -2.04 -3.23
5 I -1.90 -2.33 -3.00
6 H 0.86 0.68 -0.53
7 H 0.96 -1.03 0.53
8 H -0.63 -0.27 -0.47

## Properties
Highest occupied orbital energy (alpha / beta) (eV): -9.60 / -8.91
E_LUMO (alpha / beta) (eV): -1.064 / -3.268
Net charge: 0

***

What should be chosen as the most stable of them? Choose run w.

***

Run w
# C2H2N2OS2

One molecule with the formula C2H2N2OS2 (ωB97M-V/def2-TZVPD, the OMol25 dataset).

Positions of all 9 atoms, in Å:
1 O -1.72 -1.72 -0.24
2 C -0.98 -0.78 -0.09
3 S -0.29 -0.26 1.53
4 N 1.10 0.57 1.26
5 C 1.43 1.26 0.22
6 N 0.70 1.34 -0.96
7 S -0.03 -0.12 -1.50
8 H 2.50 1.70 0.33
9 H 1.03 1.92 -1.79

## Properties
SMILES: O=C1SN=CNS1
Highest occupied orbital energy (eV): -8.85
E_LUMO (eV): 0.094
Net charge: 0

***

Run x
# C2H2N2OS2

One molecule with the formula C2H2N2OS2 (ωB97M-V/def2-TZVPD, the OMol25 dataset).

Positions of all 9 atoms, in Å:
1 C -0.26 -0.96 0.09
2 C -1.65 -0.69 0.18
3 N -0.13 1.48 0.16
4 N 0.61 0.02 0.06
5 O -2.70 -1.26 0.10
6 S 2.21 0.00 0.20
7 S -1.76 1.13 0.12
8 H 0.01 -2.04 -0.04
9 H 0.37 1.91 -0.61

## Properties
Highest occupied orbital energy (alpha / beta) (eV): -8.89 / -8.90
E_LUMO (alpha / beta) (eV): -1.510 / -1.510
Net charge: 0

***

What should be chosen as the most stable of them? Choose run w.

***

Run w
# C3H3ClN2S

A 2-piece molecular cluster, C3H3ClN2S overall (ωB97M-V/def2-TZVPD, the OMol25 dataset).

Positions of all 10 atoms, in Å:
1 C -1.07 -0.68 -0.89
2 C -0.90 -0.48 1.40
3 C 1.57 0.78 -0.85
4 N -1.45 -0.93 -1.92
5 N -0.54 -0.23 0.21
6 S -2.35 -1.08 1.84
7 Cl 0.18 0.23 2.55
8 H 1.50 1.50 -0.01
9 H 1.86 -0.29 -0.63
10 H 1.20 1.18 -1.70

## Properties
Highest occupied orbital energy (alpha / beta) (eV): -9.87 / -8.64
E_LUMO (alpha / beta) (eV): -1.272 / -3.841
Net charge: 0

***

Run x
# C3H3ClN2S

One molecule with the formula C3H3ClN2S (ωB97M-V/def2-TZVPD, the OMol25 dataset).

Positions of all 10 atoms, in Å:
1 C -0.81 -1.48 0.22
2 S 0.26 -0.42 -0.77
3 N 1.58 -0.96 -1.06
4 C 0.14 1.22 -0.05
5 Cl -1.42 1.83 0.15
6 C 1.23 2.03 -0.03
7 N 2.17 2.65 0.18
8 H -1.58 -1.81 -0.38
9 H -1.34 -0.78 0.82
10 H -0.22 -2.28 0.91

## Properties
SMILES: C/S(#N)=C(\Cl)C#N
Highest occupied orbital energy (alpha / beta) (eV): -9.26 / -9.03
E_LUMO (alpha / beta) (eV): -1.273 / -2.101
Net charge: 0

***

Run y
# C3H3ClN2S

One molecule with the formula C3H3ClN2S (ωB97M-V/def2-TZVPD, the OMol25 dataset).

Positions of all 10 atoms, in Å:
1 C 0.47 1.48 0.03
2 C 1.61 0.86 0.09
3 C -0.78 0.72 0.16
4 N 0.61 -1.21 0.41
5 N -0.60 -0.60 0.28
6 S -2.25 1.44 0.11
7 Cl 3.23 0.79 0.06
8 H 0.34 2.55 -0.09
9 H 0.95 -1.58 -0.48
10 H -1.42 -1.16 0.49

## Properties
Highest occupied orbital energy (alpha / beta) (eV): -8.28 / -8.28
E_LUMO (alpha / beta) (eV): -1.004 / -1.005
Net charge: 0

***

What should be chosen as the most stable of them? Choose run y.

***

Run w
# C3H3ClN2S

One molecule with the formula C3H3ClN2S (ωB97M-V/def2-TZVPD, the OMol25 dataset).

Positions of all 10 atoms, in Å:
1 N 1.44 -0.56 -2.10
2 C 0.73 0.26 -1.51
3 C -0.20 0.96 -0.55
4 Cl -1.83 0.92 -1.26
5 C 0.03 0.14 0.84
6 N -0.31 -1.26 0.98
7 S 0.96 0.67 2.05
8 H 0.11 1.96 -0.62
9 H -1.24 -1.32 0.45
10 H 0.32 -1.76 1.73

## Properties
SMILES: N#C[C@@H](Cl)C(N)=S
Highest occupied orbital energy (eV): -9.19
E_LUMO (eV): -0.676
Net charge: 0

***

Run x
# C3H3ClN2S

One molecule with the formula C3H3ClN2S (ωB97M-V/def2-TZVPD, the OMol25 dataset).

Positions of all 10 atoms, in Å:
1 S 0.26 0.04 2.37
2 C 0.07 0.23 0.62
3 N 0.57 -0.68 -0.31
4 C 0.07 -0.24 -1.50
5 N -0.84 0.68 -1.36
6 C -0.84 1.01 -0.04
7 Cl -1.94 2.21 0.54
8 H 1.00 -1.15 2.32
9 H 1.28 -1.42 -0.18
10 H 0.36 -0.68 -2.45

## Properties
SMILES: Sc1[nH]cnc1Cl
Highest occupied orbital energy (eV): -8.33
E_LUMO (eV): 0.359
Net charge: 0

***

What should be chosen as the most stable of them? Choose run x.

***

Run w
# H19O10

A 10-piece molecular cluster, H19O10 overall (ωB97M-V/def2-TZVPD, the OMol25 dataset).

Positions of all 29 atoms, in Å:
1 O 2.12 -0.22 -3.11
2 H 1.43 -0.65 -2.59
3 H -2.57 -0.12 2.40
4 O -1.53 -1.64 1.84
5 H -1.01 -2.41 1.71
6 H -0.83 -2.05 -0.76
7 O 3.57 -2.10 -1.70
8 H -1.17 -0.91 1.23
9 H 3.15 -1.37 -2.20
10 O -1.52 -0.70 -2.21
11 H -1.11 1.46 3.15
12 H 1.86 0.70 -3.07
13 O -0.21 1.10 3.12
14 H -3.79 0.72 2.29
15 H -0.96 -0.46 -1.33
16 O 2.22 3.40 -1.09
17 H 1.64 3.36 -1.86
18 H 1.68 2.78 -0.56
19 O 0.73 2.24 0.91
20 H 0.02 2.02 1.54
21 H 0.86 1.55 0.26
22 O -0.74 -0.02 0.03
23 H -0.83 0.92 0.02
24 H -0.29 0.35 3.72
25 O -3.17 0.39 2.96
26 H 2.93 -2.32 -1.02
27 O -0.43 -2.91 -0.53
28 H -2.39 -0.33 -2.11
29 H 0.33 -2.76 -1.05

## Properties
Highest occupied orbital energy (eV): -5.90
E_LUMO (eV): 2.951
Net charge: -1

***

Run x
# H19O10

A 10-piece molecular cluster, H19O10 overall (ωB97M-V/def2-TZVPD, the OMol25 dataset).

Positions of all 29 atoms, in Å:
1 O 0.99 -0.07 1.88
2 H 0.45 0.37 2.64
3 H -2.93 -0.48 0.89
4 O -0.94 2.21 1.09
5 H -0.69 1.51 1.74
6 H 2.79 0.91 1.44
7 O -3.29 0.45 0.72
8 H -0.54 1.60 0.23
9 H -2.47 0.87 0.59
10 O 0.13 -3.06 0.79
11 H -1.30 -1.51 -4.01
12 H 0.42 0.15 1.12
13 O -1.18 -1.87 -3.09
14 H 1.03 -0.09 -0.74
15 H 0.53 -3.53 1.50
16 O 1.54 2.26 -2.59
17 H 2.36 1.74 -2.69
18 H 1.23 1.81 -1.82
19 O -1.52 -1.24 1.73
20 H -1.69 -1.29 2.60
21 H -0.81 -1.84 1.61
22 O 1.74 -0.74 -1.17
23 H 1.41 -1.12 -2.02
24 H -1.31 -1.24 -2.35
25 O -0.37 0.40 -0.58
26 H -0.94 0.59 -1.26
27 O 2.87 1.90 1.16
28 H 0.64 -2.39 0.37
29 H 2.21 2.08 0.57

## Properties
Highest occupied orbital energy (eV): -5.96
E_LUMO (eV): 2.949
Net charge: -1

***

What should be chosen as the most stable of them? Choose run w.

***

Run w
# C3H6Br2N3

A 2-piece molecular cluster, C3H6Br2N3 overall (ωB97M-V/def2-TZVPD, the OMol25 dataset).

Positions of all 14 atoms, in Å:
1 C -0.68 1.50 0.86
2 C -0.83 -0.50 -0.28
3 C 1.80 -0.52 -0.34
4 N 0.48 1.00 1.06
5 N -1.58 0.65 0.24
6 N 0.51 -0.29 0.36
7 Br -1.68 -2.15 0.02
8 Br -3.28 1.08 -0.54
9 H -0.89 2.47 1.40
10 H -0.36 -0.49 -2.03
11 H 2.27 0.41 -0.66
12 H 2.36 -1.27 0.24
13 H 1.40 -0.88 -1.40
14 H 0.48 -1.00 1.07

## Properties
Highest occupied orbital energy (eV): -13.90
E_LUMO (eV): -4.950
Net charge: +1

***

Run x
# C3H6Br2N3

An isolated ion of composition C3H6Br2N3 and charge +1 (ωB97M-V/def2-TZVPD, the OMol25 dataset).

Positions of all 14 atoms, in Å:
1 C -0.91 0.00 0.38
2 N 0.24 -0.44 -0.46
3 N 0.32 0.58 -1.53
4 C 1.38 1.26 -1.29
5 N 2.13 0.79 -0.29
6 Br 3.87 1.25 0.19
7 C 1.52 -0.45 0.27
8 Br 2.64 -2.16 -0.09
9 H -0.55 0.93 1.02
10 H -1.73 0.49 -0.35
11 H -1.18 -0.71 1.16
12 H 0.07 -1.36 -0.89
13 H 1.73 2.07 -1.81
14 H 1.36 -0.59 1.30

## Properties
SMILES: C[N@H+]1N=CN(Br)[C@@H]1Br
Highest occupied orbital energy (eV): -14.00
E_LUMO (eV): -4.340
Net charge: +1

***

What should be chosen as the most stable of them? Choose run x.